# C37H29F2N8O3Tl

A structure of composition C37H29F2N8O3Tl in a non-equilibrium geometry (ωB97M-V with the def2-TZVPD basis set, the Open Molecules 2025 dataset).

ORCA input file:
```
! RIJCOSX wB97M-V def2-TZVPD def2/J DEFGRID3
* xyz -2 1
Tl 0.358 -0.660 0.801
C 0.797 2.499 4.773
C -0.422 3.218 4.895
C -1.406 3.090 3.928
C -1.091 2.336 2.724
N 0.082 1.649 2.688
C 0.994 1.700 3.644
N -1.973 2.290 1.728
C -2.113 1.873 0.492
N -1.830 0.634 -0.008
C -2.376 0.506 -1.243
N -2.406 -0.533 -2.011
C -1.828 -1.728 -2.338
C -1.981 -2.116 -3.719
C -1.348 -3.262 -4.148
C -0.592 -4.044 -3.223
C -0.603 -3.633 -1.918
N -1.230 -2.530 -1.438
C -3.102 1.768 -1.625
C -3.779 2.167 -2.749
C -4.323 3.464 -2.778
C -4.077 4.359 -1.716
C -3.324 3.963 -0.581
C -2.923 2.638 -0.535
H 1.588 2.546 5.528
H -0.585 3.845 5.760
H -2.328 3.640 3.998
H 1.895 1.130 3.462
H -2.522 -1.446 -4.378
H -1.365 -3.553 -5.190
H 0.007 -4.929 -3.508
H -0.187 -4.244 -1.116
H -3.905 1.433 -3.539
H -4.964 3.792 -3.586
H -4.436 5.384 -1.723
H -3.124 4.659 0.248
F 4.260 -3.639 2.957
C 2.897 -3.599 2.867
C 2.308 -2.549 2.156
C 0.926 -2.460 2.151
C 0.125 -3.314 2.922
C 0.817 -4.301 3.644
F 0.146 -5.201 4.479
C 2.177 -4.513 3.618
C -1.363 -3.147 2.989
C -2.193 -4.077 3.723
C -3.577 -3.873 3.772
C -4.141 -2.768 3.091
C -3.241 -1.948 2.428
N -1.938 -2.134 2.353
H 2.948 -1.826 1.610
H 2.636 -5.388 4.124
H -1.763 -4.928 4.278
H -4.221 -4.458 4.406
H -5.227 -2.557 3.096
H -3.555 -1.026 1.931
C 1.321 3.636 -2.538
C 2.409 2.872 -3.356
C 3.012 1.619 -2.659
C 3.609 0.618 -3.638
C 4.356 -0.600 -2.990
C 4.133 2.044 -1.674
O 5.164 2.583 -2.056
N 3.887 1.738 -0.307
C 2.982 0.758 0.183
O 3.095 0.348 1.387
N 2.057 0.341 -0.678
C 1.854 0.897 -1.911
O 0.751 0.731 -2.423
H 1.036 4.544 -3.098
H 1.636 3.923 -1.514
H 0.429 3.020 -2.446
H 3.265 3.563 -3.552
H 2.019 2.537 -4.333
H 4.283 1.163 -4.331
H 2.756 0.201 -4.198
H 5.435 -0.426 -2.857
H 4.286 -1.497 -3.630
H 4.040 -0.862 -1.968
H 4.582 2.049 0.390
*
```

As for the orbital gap (spin up / spin down): 5.30 / 3.49 eV. For the energy, the calculation gives -67031.2794 eV. The lowest unoccupied orbital energy (spin up / spin down) comes out at 4.356 / 4.356 eV. For the highest occupied orbital energy (spin up / spin down), the calculation gives -0.941 / 0.864 eV. The energy relative to the best compared isomer or geometry (same formula, charge and spin) is 1.142 eV.